[1]
97
Properties=species:S:1:pos:R:3:forces:R:3 method="wB97M-V/def2-TZVPD" spin_multiplicity=1 e_lumo_ha=-0.37962 largest_force_ev_per_a=8.36 homo_ev=-11.68 charge=+2 homo_lumo_gap_ev=1.349 e_tot_ev=-242734.77121
C 3.595376 -4.696579 -0.163089 -0.2 -1.8 -3.7
C 2.175321 -4.915688 0.627748 -0.9 -3.0 -0.1
O -3.425791 3.179193 -0.809344 0.1 0.0 0.1
C 0.845578 -0.214420 3.344620 1.3 -0.8 0.5
H 0.603416 1.871444 -2.373294 1.3 -2.1 0.1
H -3.334118 2.194214 3.897829 -0.3 -0.3 -0.1
H -4.915848 -0.625542 -4.530191 -0.1 0.2 0.2
Cl -1.857360 0.397192 -4.761834 -0.1 -0.2 0.2
H -1.397125 -2.256984 7.390751 0.4 0.1 -0.4
H -2.702376 8.358214 0.057082 -0.1 0.0 -0.3
H 1.584713 -7.260096 -3.315206 0.1 -0.1 -0.2
F 1.254954 -5.585831 -0.355199 3.0 2.7 3.4
Cl -4.634114 3.895900 -1.168358 -1.7 -0.3 -0.5
N -1.934135 -2.921642 7.960158 -0.2 -0.1 0.2
H 4.206638 -7.500653 -4.931013 -0.2 -0.1 0.1
F 2.380460 -2.366902 0.996375 -1.3 -3.2 1.0
H -1.057412 1.911008 4.391320 -0.1 0.1 0.0
H -1.804608 2.573083 2.145700 0.1 0.1 -0.4
C 3.522106 3.048992 0.448668 0.6 0.6 0.5
F 3.165882 -2.845256 -3.319838 -0.2 0.1 -0.1
H -1.325270 -3.323130 8.682917 -0.1 0.1 -0.1
F 5.861281 -5.455103 0.782483 -3.9 4.7 0.6
C 0.646309 1.520025 0.516916 -1.1 0.2 0.1
C -0.871463 -2.477455 2.100797 -0.9 -1.2 -0.2
H 2.732484 1.731254 2.146676 0.8 -0.4 -2.3
H 1.992676 1.123277 -3.408508 -1.4 -0.7 2.4
H 2.485862 -5.881047 -3.967523 0.1 -0.1 -0.1
H -0.729276 -2.996922 3.162000 -0.1 1.1 -2.4
Si -2.068185 1.746170 3.315151 0.3 -2.7 -0.7
H -5.260740 -1.874533 -3.335235 -0.1 0.3 0.2
O 3.611152 0.384557 -1.497679 -7.7 2.2 2.3
H -2.011033 -2.690406 1.815128 2.4 0.4 0.5
F 5.576074 -3.165434 0.161114 -2.4 -3.5 3.1
H -0.901367 -0.515360 5.351328 0.8 -0.5 -0.1
C 1.306149 0.925489 -2.452915 0.5 0.5 -0.3
H 4.119041 -7.517112 -3.161728 -0.2 0.0 -0.1
H -2.679094 6.595523 -0.141556 0.3 0.2 -0.3
Cl 3.272941 -9.499167 -4.085149 0.0 0.0 0.0
F 3.928340 -6.033942 -0.783235 -1.0 4.4 2.3
C -5.614765 -0.920623 -3.740468 0.0 -0.2 -0.2
F 4.554878 -4.050593 2.206412 0.5 -1.9 -2.8
H 1.002211 0.923987 3.566571 -0.3 -2.2 0.0
C 3.565008 -7.741817 -4.077986 0.0 0.3 0.0
H 1.745370 -1.914329 4.834039 -2.2 1.6 -0.4
H 1.793903 -0.552049 2.702781 -2.0 0.8 1.3
H -3.618257 7.575936 -1.283328 0.2 0.2 0.2
H 3.777145 3.071862 -0.693333 -0.6 -0.3 2.2
C -5.719386 0.109708 -2.693723 -0.1 0.9 0.9
C 1.548435 -3.575926 1.326389 -1.2 1.1 0.9
C -2.706092 7.547558 -0.678756 -0.3 0.1 0.3
O -2.252754 9.681584 -2.233807 1.2 -1.5 0.0
F 1.694924 -3.743835 2.820617 -0.1 0.7 -4.1
Si -0.688413 -0.561246 2.169055 -0.6 -0.3 0.0
H 2.684007 3.867225 0.677018 1.7 -2.0 -0.5
H -0.642952 -4.147007 0.570284 2.1 1.7 0.8
Cl 1.422444 -7.097143 -5.666094 0.0 0.0 0.0
O -4.461907 5.307099 -0.883118 -0.2 -0.7 0.0
F 2.342515 -5.926618 1.738402 -0.1 3.1 -3.6
C 0.011844 -3.206575 0.902203 -0.7 -0.3 -0.2
O -1.549264 7.617631 -1.509956 0.3 0.7 -0.5
H -1.510220 0.852703 0.200638 1.7 -1.3 0.4
C -0.085981 9.832015 -3.802217 0.1 0.5 -0.4
O -5.749047 3.379637 -0.398411 1.0 0.7 -0.1
Li -4.134118 2.118476 5.299030 -0.5 0.3 0.2
O -4.899733 3.717477 -2.582598 0.7 0.3 1.1
H 0.378450 2.380435 -0.260444 0.6 -2.0 1.6
C -1.454487 8.757532 -2.240020 -0.3 0.6 -0.1
C 3.115645 1.564996 1.030804 0.6 0.6 1.0
H -6.581382 -1.111156 -4.218675 0.1 0.2 0.2
H -0.208123 -0.397010 -0.430642 -0.7 1.3 1.7
H -2.294681 -3.672875 7.360296 0.1 0.1 0.1
H 4.502677 3.426155 1.012253 -2.2 -0.9 -1.2
H 0.679812 -0.044800 -2.648336 1.2 1.8 0.5
H 0.598685 2.054154 1.583397 0.4 -1.2 -2.2
N 1.994372 0.875957 0.280050 0.0 1.7 -2.1
C 4.873560 -4.312451 0.785270 4.4 -2.4 -3.7
Al 4.665882 -2.246619 2.485162 0.1 2.9 0.8
N -5.802165 0.923738 -1.866715 0.2 -1.6 -1.4
H 0.848449 9.671285 -4.346857 -0.2 -0.2 0.3
H -0.893411 9.951753 -4.531813 0.1 0.1 0.3
H -2.665416 -1.815787 -4.697161 0.3 0.2 0.2
H 4.031063 0.829499 1.103932 -1.7 1.6 -0.5
Cl -2.062009 -1.377641 -2.461523 -0.1 0.0 0.1
Cl -0.323265 -2.077723 -4.690900 -0.3 0.1 0.2
F 3.488259 -3.758708 -1.342937 0.3 -3.1 4.9
N -0.178125 -1.224581 5.607655 3.0 0.5 -3.4
C -0.500739 0.304065 0.459390 0.2 1.7 -0.8
O -0.317812 8.691312 -2.978111 -0.9 -0.2 0.7
H 0.081255 -2.528605 -0.068732 0.1 -1.4 2.1
C 2.270405 -6.944774 -4.107444 0.2 0.2 0.2
H -2.719381 -2.433466 8.406690 0.2 -0.2 0.0
C -1.837188 -1.288634 -4.216746 0.3 -0.1 -0.6
C 0.824912 -1.183214 4.670592 -2.1 0.5 1.8
H 0.022510 10.734086 -3.191280 -0.2 -0.2 -0.1
Br -3.134118 4.476967 2.280162 -0.2 0.2 -0.3
O -2.202435 0.041120 2.916888 2.3 2.1 0.2
C 2.331570 0.733525 -1.187721 5.9 -1.8 -1.6

---

[2]
68
Properties=species:S:1:pos:R:3:forces:R:3 method="wB97M-V/def2-TZVPD" spin_multiplicity=1 e_lumo_ha=-0.17688 largest_force_ev_per_a=4.33 homo_ev=-12.31 charge=+1 homo_lumo_gap_ev=7.496 e_tot_ev=-167771.25102
H -5.013346 1.522187 1.166225 0.8 -0.5 0.4
H -2.302070 -4.527199 5.038598 0.0 0.0 0.0
Br -2.420554 2.415083 3.530878 0.8 -0.5 -1.3
C 5.099626 1.139984 1.624996 0.2 -0.4 -0.4
H -4.624738 -0.256150 1.138105 0.2 1.2 0.4
H 3.159167 0.924483 -6.189220 0.0 0.0 0.0
H -2.297182 -2.405526 2.662746 0.0 0.0 0.0
C 0.012099 1.299437 -5.323690 0.0 -0.2 0.2
H 3.942702 1.902747 -7.410499 -0.1 0.0 0.0
H -6.116769 -4.213883 4.535879 0.0 0.0 0.0
H -4.183780 -2.217518 4.327255 0.0 0.0 0.0
H -0.436986 0.397696 -4.900370 -0.1 0.0 -0.1
C -3.268550 -4.150753 4.685761 -0.1 0.0 0.0
C -2.826834 0.947323 1.077860 0.1 1.1 1.4
H 4.430173 2.165625 -4.396319 0.0 0.1 0.0
O 4.531354 2.084201 -0.748985 -1.0 -1.4 1.3
H -2.793915 -4.662379 2.642774 0.0 0.0 0.0
C -3.213156 -2.623972 4.627358 0.1 -0.1 0.1
H -3.999034 -4.446108 5.444410 0.0 0.0 0.0
C 5.013871 -0.450122 1.856385 -0.3 0.6 -0.1
H 2.892494 3.955954 -6.537613 0.0 0.0 0.0
C 1.590131 2.462918 -0.218248 -2.6 -1.6 3.1
H -1.141789 -2.452928 4.006812 0.0 0.0 0.0
H 1.968749 2.970856 -1.133527 -0.1 -0.7 1.0
H 1.716940 2.773638 -7.057533 0.0 0.0 0.0
H 0.725523 1.963264 -3.418029 0.0 0.0 0.0
H -5.028746 -4.934778 1.763623 0.0 0.1 0.0
C 1.783197 3.082443 -4.923512 0.1 0.0 0.2
H -2.114287 -1.002606 3.716654 0.0 0.0 0.0
H 1.890782 1.003053 -4.302779 0.0 0.0 0.0
H 5.695516 -0.705443 2.707794 -0.6 0.0 -1.0
H 6.129296 1.309393 1.187882 -1.1 0.1 0.7
C -4.306745 0.746683 1.554862 0.7 -1.3 -0.4
H 0.326568 0.663163 3.183175 0.2 0.6 -1.1
H 2.507140 3.429528 -4.177913 0.0 0.0 0.0
H -0.671933 2.917615 -0.582346 0.9 -0.4 0.5
H -7.058623 -4.456575 3.066948 0.0 -0.1 0.1
C 0.092234 2.458454 0.085478 1.9 -1.5 2.0
C 4.739669 2.184355 -5.444361 0.0 -0.2 0.0
H 3.979186 -0.803771 2.117355 0.9 0.3 -0.1
H 4.473197 1.281625 -1.307929 0.2 0.7 -0.2
C 0.617393 1.169075 2.225868 -0.6 0.8 -1.3
H 1.015779 3.862286 -4.980614 0.0 0.0 0.0
H 5.507349 1.418440 -5.574481 0.0 0.1 0.0
H 5.194324 3.155923 -5.651572 0.0 0.0 0.1
C 2.453695 1.779556 0.756793 -0.7 0.9 -1.0
C 2.467254 2.978105 -6.288122 0.0 -0.1 -0.1
H 5.012477 1.717216 2.589033 0.1 -0.7 -0.7
H -0.767962 2.058803 -5.412520 0.0 0.0 0.0
C -1.878496 1.630881 1.817349 -0.1 -0.8 -2.1
H -4.916695 -3.346975 2.493818 0.0 0.0 0.0
C -2.128040 -2.096381 3.696941 -0.1 0.1 -0.1
H -6.193326 -5.817553 3.788295 0.0 0.0 0.0
H -4.346518 0.651515 2.678213 0.0 0.4 -1.3
B 4.059106 1.679007 0.534289 0.8 0.4 -0.9
H 0.362104 1.051151 -6.326720 0.0 0.0 0.0
H -3.618655 -5.921955 3.529075 0.0 0.0 0.0
C -4.926294 -4.417762 2.722804 0.0 -0.2 0.0
C 1.138993 1.790110 -4.419241 -0.1 0.1 -0.2
Br -2.398338 0.147445 -0.655874 -0.2 0.6 1.2
H -3.021727 -2.245441 5.635934 -0.1 0.0 0.0
C 3.568306 1.920750 -6.383142 0.0 0.1 0.0
C -6.140561 -4.746283 3.582952 -0.1 0.1 -0.1
H 5.290335 -0.987762 0.902333 -0.1 0.5 1.2
C -3.601756 -4.840120 3.360195 0.1 0.1 -0.1
C -0.386811 1.780389 1.326693 1.6 0.0 0.4
N 1.957468 1.185960 1.923907 -2.1 1.2 -1.6
H 2.616773 0.745270 2.568619 -0.2 0.2 -0.3